24
Properties=species:S:1:pos:R:3:forces:R:3:lowdin_spin:R:1 method="wB97M-V/def2-TZVPD" energy_ev=-19250.625 spin_multiplicity=2 e_above_lowest_kcal_mol=9.2 total_charge=+1
C 0.423494 -3.045223 2.228994 -0.49 -1.04 0.07 0.003
C 1.489337 -2.050459 1.760139 0.90 -0.87 0.40 0.015
C 0.824366 -0.840354 1.183958 -0.01 0.72 0.16 0.076
S 2.132210 0.433999 0.759628 -0.76 -1.25 0.96 0.816
H 0.849404 -3.972110 2.656486 0.12 0.58 -0.27 0.000
H -0.259373 -3.403394 1.426434 0.63 0.44 0.15 0.000
H -0.248505 -2.665554 2.998680 0.19 0.37 0.08 0.001
H 2.236684 -1.789657 2.538550 -0.72 -0.09 -0.05 0.001
H 2.105185 -2.503313 0.980488 -0.12 -0.18 -0.08 0.001
H 0.183192 -0.363682 1.955892 0.31 0.11 -0.38 0.029
H 0.187450 -1.140249 0.335882 0.41 0.71 -0.03 0.004
H 1.483882 0.905134 -0.297926 -0.79 0.63 -1.23 0.033
C -0.167450 2.651641 -2.445935 -0.43 -1.02 -0.20 0.001
N -0.198354 1.320886 -1.735558 0.40 0.80 0.27 0.017
C -1.544878 0.902023 -1.332914 -0.02 -1.52 0.77 0.001
N -2.035043 1.410472 -0.070814 0.29 1.25 -0.69 0.000
H 0.866087 2.871670 -2.736542 -0.37 -0.05 -0.12 0.000
H -0.868267 2.656523 -3.325309 0.79 -0.04 0.59 0.001
H -0.502609 3.440561 -1.779580 0.02 -0.02 0.22 0.000
H 0.167827 0.596179 -2.334180 0.10 0.06 -0.43 0.001
H -1.539507 -0.217225 -1.175896 0.03 1.01 -0.71 0.000
H -2.258295 1.180418 -2.091325 -0.40 -0.11 -0.41 0.001
H -1.355008 1.192352 0.625244 0.41 -0.39 0.79 0.000
H -1.971831 2.429365 -0.124396 -0.50 -0.08 0.16 0.000